(1)
{
  "formula": "C39H38Cl2FN7O5RuS3",
  "method": "ωB97M-V/def2-TZVPD",
  "spin_multiplicity": 2,
  "e_homo_ev": [-8.7467, -8.8028],
  "lumo_energy_ev": [-3.35, -3.35],
  "de_lowest_ev": 0.000,
  "homo_lumo_gap_ev": [5.39, 5.45],
  "charge": 1,
  "species": ["Ru", "C", "C", "C", "C", "C", "C", "C", "S", "O", "O", "N", "C", "C", "C", "C", "C", "N", "H", "H", "H", "H", "H", "H", "H", "H", "H", "H", "H", "Cl", "C", "C", "C", "C", "C", "Cl", "C", "S", "H", "H", "H", "F", "C", "C", "C", "C", "O", "C", "C", "N", "C", "C", "C", "C", "C", "C", "N", "C", "C", "N", "C", "C", "C", "O", "O", "H", "H", "H", "H", "H", "H", "H", "H", "H", "H", "H", "H", "H", "H", "H", "H", "H", "H", "C", "N", "C", "C", "N", "C", "S", "H", "H", "H", "H", "H", "H"],
  "xyz": [[1.381, 0.864, -1.207], [-0.727, 7.669, -0.832], [0.302, 6.650, -1.235], [1.641, 6.811, -0.901], [2.580, 5.842, -1.229], [2.166, 4.704, -1.898], [0.835, 4.529, -2.266], [-0.084, 5.506, -1.935], [3.328, 3.435, -2.268], [4.630, 3.879, -1.855], [3.113, 3.021, -3.624], [2.880, 2.195, -1.307], [3.333, 2.019, -0.019], [4.317, 2.642, 0.751], [4.473, 2.198, 2.048], [3.679, 1.176, 2.570], [2.719, 0.622, 1.752], [2.571, 1.035, 0.499], [-0.263, 8.614, -0.550], [-1.300, 7.306, 0.024], [-1.432, 7.858, -1.642], [1.956, 7.702, -0.373], [3.622, 5.960, -0.966], [0.530, 3.638, -2.803], [-1.125, 5.376, -2.210], [4.927, 3.426, 0.333], [5.227, 2.660, 2.673], [3.801, 0.836, 3.587], [2.042, -0.156, 2.085], [-2.313, 1.396, -2.039], [-2.445, 2.793, -1.029], [-3.606, 3.541, -1.161], [-3.788, 4.679, -0.398], [-2.803, 5.053, 0.499], [-1.652, 4.294, 0.618], [-0.467, 4.867, 1.753], [-1.414, 3.135, -0.148], [0.125, 2.321, 0.133], [-4.355, 3.217, -1.870], [-4.689, 5.269, -0.501], [-2.912, 5.937, 1.113], [-3.781, -1.521, 2.341], [-2.711, -2.233, 1.929], [-1.826, -1.647, 1.070], [-0.737, -2.378, 0.596], [0.181, -1.745, -0.349], [-0.090, -0.615, -0.787], [1.307, -2.523, -0.749], [1.415, -3.804, -0.317], [0.568, -4.396, 0.562], [0.761, -5.782, 0.919], [2.147, -6.257, 1.223], [1.147, -6.121, 2.332], [-0.539, -3.696, 1.024], [-1.455, -4.268, 1.914], [-2.551, -3.554, 2.369], [-3.444, -4.198, 3.272], [-4.110, -5.409, 2.811], [-4.175, -6.387, 3.994], [-4.103, -5.568, 5.256], [-4.981, -4.356, 5.139], [-4.339, -3.407, 4.112], [2.350, -1.996, -1.703], [2.928, -2.774, -2.444], [2.616, -0.739, -1.620], [-1.961, -0.627, 0.731], [2.219, -4.423, -0.692], [0.101, -6.463, 0.394], [2.945, -5.529, 1.191], [2.416, -7.244, 0.879], [1.282, -5.290, 3.010], [0.731, -7.018, 2.768], [-1.299, -5.275, 2.274], [-3.553, -5.861, 1.995], [-5.117, -5.192, 2.436], [-3.332, -7.075, 4.016], [-5.104, -6.953, 4.022], [-3.139, -5.242, 5.353], [-4.339, -6.129, 6.073], [-5.081, -3.897, 6.119], [-5.956, -4.717, 4.820], [-3.759, -2.636, 4.616], [-5.141, -2.915, 3.557], [1.160, 2.190, -6.216], [2.112, 1.251, -5.654], [3.335, 0.915, -6.197], [3.941, 0.085, -5.324], [3.074, -0.078, -4.269], [1.959, 0.636, -4.468], [0.534, 0.768, -3.509], [1.600, 2.632, -7.106], [0.959, 2.968, -5.482], [0.231, 1.685, -6.476], [3.670, 1.319, -7.135], [4.906, -0.386, -5.351], [3.224, -0.644, -3.439]],
  "mulliken_spin": [0.86, 0.00, 0.00, 0.00, 0.00, 0.01, 0.00, 0.00, 0.01, 0.00, 0.00, 0.00, -0.01, 0.01, 0.00, 0.01, -0.01, -0.01, 0.00, 0.00, 0.00, 0.00, 0.00, 0.00, 0.00, 0.00, 0.00, 0.00, 0.00, 0.00, 0.00, 0.00, 0.01, 0.00, 0.02, 0.00, 0.00, 0.08, 0.00, 0.00, 0.00, 0.00, 0.00, 0.02, 0.00, 0.00, 0.00, 0.00, 0.00, 0.00, 0.00, 0.00, 0.00, 0.00, 0.00, 0.00, 0.00, 0.00, 0.00, 0.00, 0.00, 0.00, 0.01, 0.00, 0.03, 0.00, 0.00, 0.00, 0.00, 0.00, 0.00, 0.00, 0.00, 0.00, 0.00, 0.00, 0.00, 0.00, 0.00, 0.00, 0.00, 0.00, 0.00, 0.00, 0.00, 0.00, 0.00, 0.00, 0.01, -0.02, 0.00, 0.00, 0.00, 0.00, 0.00, 0.00]
}

(2)
{
  "formula": "C39H38F48O11",
  "method": "ωB97M-V/def2-TZVPD",
  "e_homo_ev": -9.8059,
  "lumo_energy_ev": 0.24,
  "homo_lumo_gap_ev": 10.05,
  "smiles": "COC[C@H]1CC(=O)O[C@@H]1CCC(=O)O.FC(F)C(F)(F)COC(F)(F)C(F)F.FC(F)C(F)(F)COC(F)(F)C(F)F.FC(F)C(F)(F)COC(F)(F)C(F)F.FC(F)C(F)(F)COC(F)(F)C(F)F.FC(F)C(F)(F)COC(F)(F)C(F)F.FC(F)C(F)(F)COC(F)(F)C(F)F",
  "species": ["C", "O", "C", "C", "C", "C", "O", "O", "C", "C", "C", "C", "O", "O", "H", "H", "H", "H", "H", "H", "H", "H", "H", "H", "H", "H", "H", "H", "F", "C", "F", "C", "F", "F", "C", "O", "C", "F", "F", "C", "F", "F", "H", "H", "H", "H", "F", "C", "F", "C", "F", "F", "C", "O", "C", "F", "F", "C", "F", "F", "H", "H", "H", "H", "F", "C", "F", "C", "F", "F", "C", "O", "C", "F", "F", "C", "F", "F", "H", "H", "H", "H", "F", "C", "F", "C", "F", "F", "C", "O", "C", "F", "F", "C", "F", "F", "H", "H", "H", "H", "F", "C", "F", "C", "F", "F", "C", "O", "C", "F", "F", "C", "F", "F", "H", "H", "H", "H", "F", "C", "F", "C", "F", "F", "C", "O", "C", "F", "F", "C", "F", "F", "H", "H", "H", "H"],
  "xyz": [[3.064, 0.429, 1.180], [1.949, 0.321, 2.028], [1.287, -0.922, 1.917], [0.465, -1.003, 0.594], [1.170, -2.100, -0.275], [0.157, -2.039, -1.441], [0.315, -1.947, -2.562], [-1.041, -2.089, -0.775], [-0.900, -1.671, 0.602], [-2.084, -0.883, 1.186], [-3.242, -0.692, 0.160], [-4.170, 0.361, 0.756], [-4.216, 1.393, 0.250], [-4.915, 0.034, 1.843], [2.921, -0.004, 0.185], [3.241, 1.497, 1.031], [3.988, 0.015, 1.603], [1.979, -1.759, 2.060], [0.569, -0.945, 2.747], [0.550, -0.012, 0.145], [2.217, -1.959, -0.506], [0.873, -3.047, 0.177], [-0.948, -2.631, 1.132], [-2.489, -1.431, 2.037], [-1.793, 0.106, 1.552], [-3.768, -1.640, 0.026], [-2.840, -0.346, -0.785], [-5.673, -0.476, 1.524], [2.521, -7.429, 0.907], [3.120, -6.312, 0.450], [2.965, -5.360, 1.406], [2.527, -5.804, -0.868], [1.285, -5.309, -0.672], [3.298, -4.755, -1.263], [2.488, -6.791, -2.049], [1.303, -7.553, -2.258], [1.072, -8.678, -1.490], [2.217, -9.086, -0.913], [0.700, -9.655, -2.335], [-0.060, -8.469, -0.478], [0.094, -7.330, 0.228], [-0.102, -9.496, 0.402], [4.190, -6.507, 0.339], [2.553, -6.173, -2.943], [3.376, -7.423, -2.075], [-1.023, -8.421, -0.990], [-11.117, -3.158, 3.200], [-10.680, -3.971, 4.182], [-11.552, -3.855, 5.212], [-9.271, -3.622, 4.669], [-9.272, -2.459, 5.354], [-8.919, -4.587, 5.561], [-8.153, -3.573, 3.613], [-7.838, -2.316, 3.016], [-8.633, -1.839, 1.992], [-9.348, -2.850, 1.473], [-7.786, -1.432, 1.017], [-9.502, -0.645, 2.403], [-10.171, -0.875, 3.544], [-10.409, -0.383, 1.434], [-10.718, -5.005, 3.825], [-7.241, -3.836, 4.148], [-8.274, -4.350, 2.858], [-8.882, 0.244, 2.545], [0.528, 5.030, 0.096], [0.631, 6.276, 0.601], [1.588, 6.232, 1.562], [-0.677, 6.798, 1.205], [-0.977, 6.144, 2.347], [-0.449, 8.095, 1.559], [-1.921, 6.802, 0.298], [-2.803, 5.685, 0.342], [-2.472, 4.537, -0.361], [-1.537, 4.828, -1.289], [-3.573, 4.169, -1.032], [-2.056, 3.377, 0.551], [-1.132, 3.747, 1.462], [-1.521, 2.372, -0.185], [0.983, 6.943, -0.188], [-2.536, 7.624, 0.661], [-1.671, 7.065, -0.730], [-2.918, 2.985, 1.087], [-3.328, -6.179, 5.545], [-2.901, -5.408, 4.529], [-3.854, -4.462, 4.319], [-2.672, -6.189, 3.231], [-3.846, -6.592, 2.698], [-2.134, -5.308, 2.338], [-1.714, -7.394, 3.286], [-2.269, -8.689, 3.507], [-2.598, -9.072, 4.795], [-1.972, -8.276, 5.682], [-2.096, -10.307, 4.968], [-4.111, -9.140, 5.033], [-4.745, -8.028, 4.617], [-4.363, -9.290, 6.354], [-1.984, -4.898, 4.836], [-1.288, -7.468, 2.287], [-0.864, -7.209, 3.942], [-4.539, -9.993, 4.501], [7.155, 7.040, -1.611], [7.614, 7.386, -0.391], [8.766, 6.702, -0.190], [6.629, 7.063, 0.737], [6.535, 5.730, 0.928], [7.168, 7.572, 1.880], [5.210, 7.649, 0.624], [4.192, 6.849, 0.030], [4.118, 6.767, -1.344], [4.802, 7.789, -1.895], [2.821, 6.957, -1.668], [4.550, 5.403, -1.892], [5.729, 5.000, -1.389], [4.677, 5.467, -3.239], [7.855, 8.454, -0.396], [4.868, 7.774, 1.650], [5.220, 8.654, 0.201], [3.805, 4.641, -1.652], [6.307, 7.593, -9.079], [6.898, 8.378, -8.159], [7.859, 9.088, -8.800], [7.533, 7.590, -7.009], [8.626, 6.919, -7.431], [7.980, 8.509, -6.107], [6.627, 6.618, -6.230], [6.595, 5.252, -6.632], [5.818, 4.884, -7.715], [4.910, 5.844, -7.973], [5.125, 3.794, -7.337], [6.646, 4.512, -8.951], [7.578, 5.437, -9.240], [5.837, 4.389, -10.028], [6.158, 9.086, -7.774], [7.045, 6.578, -5.225], [5.621, 7.016, -6.100], [7.155, 3.558, -8.791]],
  "lowdin_charge": [-0.11, -0.17, -0.17, -0.19, -0.03, -0.51, 0.21, 0.03, -0.26, -0.09, -0.06, -0.55, 0.16, 0.10, 0.08, 0.09, 0.09, 0.13, 0.13, 0.16, 0.12, 0.11, 0.15, 0.12, 0.12, 0.13, 0.12, 0.10, 0.09, -0.29, 0.09, -0.44, 0.12, 0.11, -0.04, 0.05, -0.54, 0.14, 0.16, -0.27, 0.08, 0.10, 0.18, 0.15, 0.15, 0.18, 0.09, -0.30, 0.10, -0.44, 0.13, 0.11, -0.04, 0.05, -0.53, 0.14, 0.14, -0.28, 0.10, 0.10, 0.17, 0.15, 0.15, 0.18, 0.09, -0.30, 0.09, -0.44, 0.13, 0.10, -0.04, 0.05, -0.53, 0.13, 0.16, -0.28, 0.09, 0.09, 0.16, 0.15, 0.15, 0.15, 0.10, -0.30, 0.09, -0.44, 0.13, 0.10, -0.04, 0.05, -0.54, 0.14, 0.15, -0.28, 0.09, 0.10, 0.17, 0.13, 0.15, 0.18, 0.09, -0.30, 0.10, -0.44, 0.13, 0.11, -0.04, 0.04, -0.53, 0.14, 0.14, -0.28, 0.10, 0.10, 0.17, 0.15, 0.15, 0.18, 0.09, -0.30, 0.09, -0.44, 0.13, 0.10, -0.04, 0.05, -0.54, 0.14, 0.15, -0.28, 0.10, 0.10, 0.17, 0.15, 0.14, 0.18]
}

What max |F| values result from the calculations? In sequence: 0.51 6.65 eV/Å.